Record 1
{"formula": "C4H7NO2", "method": "the ωB97M-V functional and the def2-TZVPD basis", "charge": 0, "spin_multiplicity": 1, "homo_lumo_gap_ev": [8.58, 8.39], "e_above_lowest_kj_mol": 705.0, "symbols": ["H", "C", "C", "O", "H", "H", "C", "H", "C", "O", "H", "H", "N", "H"], "xyz": [[1.97407, 1.98429, 2.25410], [1.04923, -0.08564, -0.11207], [0.98801, 1.69985, 1.92409], [0.05118, -0.58070, -0.93367], [0.62364, 0.96682, 2.74850], [-2.77091, -1.72685, -0.96123], [-2.06662, -1.07860, -1.40003], [-2.64804, -0.23070, -1.83038], [0.92484, 0.81213, 0.78154], [2.19511, -0.74042, -0.47130], [0.42875, 2.61710, 1.73366], [-1.56276, -1.63396, -2.16963], [-1.17735, -0.77410, -0.37799], [1.99084, -1.22921, -1.18558]], "forces_ev_per_a": [[0.69, 0.09, -0.20], [0.42, -0.90, -0.33], [-0.75, -2.11, 1.04], [-0.65, -0.13, -0.98], [0.02, 2.00, -0.72], [-1.17, -0.81, 0.50], [-0.57, 0.12, -1.29], [0.64, -0.16, 0.25], [0.01, 1.08, 0.29], [1.30, 2.83, 3.93], [-0.32, -0.19, 0.49], [0.16, -0.13, -0.80], [1.14, 1.14, 1.83], [-0.94, -2.84, -4.00]]}


Record 2
{"formula": "C4H7NO2", "method": "the ωB97M-V functional and the def2-TZVPD basis", "charge": 0, "spin_multiplicity": 1, "homo_lumo_gap_ev": 9.63, "e_above_lowest_kj_mol": 407.6, "symbols": ["O", "H", "O", "C", "H", "C", "N", "H", "C", "H", "H", "H", "C", "H"], "xyz": [[0.61358, 0.73635, 1.44447], [-0.31511, 2.72063, -0.36482], [0.10176, -1.30068, -1.39935], [0.21702, -0.86233, -0.08807], [-0.26178, -2.19701, -1.39658], [-0.00774, 0.69745, 0.20157], [-0.15060, -1.83132, 0.87339], [2.23651, 0.40624, -0.39560], [1.30650, 0.14335, 0.07955], [-1.79075, 1.82787, 0.03883], [-0.82597, -1.46692, 1.53812], [-0.95774, 1.51149, -1.49904], [-0.81641, 1.75504, -0.44670], [0.65072, -2.14017, 1.41424]], "forces_ev_per_a": [[1.66, -0.54, -1.67], [0.00, 0.01, -0.03], [-0.03, 0.19, -0.40], [-0.41, 1.56, 0.49], [0.02, 0.28, 0.30], [-0.52, -1.75, -1.29], [0.09, -0.40, 0.50], [0.14, 0.27, 0.49], [-0.96, 0.36, 1.79], [-0.02, 0.04, -0.08], [0.14, -0.01, -0.21], [-0.02, -0.03, 0.03], [0.02, 0.06, 0.20], [-0.11, -0.04, -0.11]]}


Record 3
{"formula": "C4H7NO2", "method": "the ωB97M-V functional and the def2-TZVPD basis", "charge": 0, "spin_multiplicity": 1, "homo_lumo_gap_ev": 10.37, "e_above_lowest_kj_mol": 326.8, "symbols": ["O", "H", "H", "C", "C", "H", "N", "O", "C", "H", "H", "H", "C", "H"], "xyz": [[1.72083, 0.34232, 1.30593], [0.83106, 1.91324, -0.20834], [-1.19841, 1.61910, 0.91569], [1.48945, -0.38787, 0.37103], [-1.07567, -0.20282, -0.24391], [2.08696, -1.30421, 0.20136], [0.17006, 1.39084, -0.77567], [-1.86388, -1.09352, -0.14390], [-1.15886, 1.30046, -0.13477], [-0.17910, -2.24308, 1.16768], [-1.98235, 1.75497, -0.69416], [0.01205, -2.50168, 0.50142], [0.42857, -0.05401, -0.67070], [0.67560, -0.55502, -1.61602]], "forces_ev_per_a": [[-0.09, -0.28, -0.45], [-0.08, -0.02, -0.08], [0.04, 0.00, -0.13], [0.05, 0.20, 0.29], [-0.41, -0.37, 0.08], [-0.19, 0.08, 0.08], [0.16, 0.18, 0.02], [0.43, 0.51, -0.21], [-0.28, 0.12, 0.07], [0.14, -0.23, 0.07], [0.11, 0.00, 0.08], [0.05, -0.22, 0.15], [0.11, -0.06, -0.09], [-0.06, 0.09, 0.12]]}


Record 4
{"formula": "C4H7NO2", "method": "the ωB97M-V functional and the def2-TZVPD basis", "charge": 0, "spin_multiplicity": 1, "homo_lumo_gap_ev": 7.92, "e_above_lowest_kj_mol": 312.7, "symbols": ["H", "C", "C", "H", "H", "H", "N", "O", "H", "H", "O", "C", "C", "H"], "xyz": [[-2.51424, -0.74578, -0.71324], [-1.58124, -0.93983, -0.15672], [-0.63004, 0.09893, -0.59292], [-0.29098, 1.22444, 1.23128], [-0.19443, 2.18056, -0.30121], [-1.75204, -0.92122, 0.91789], [1.27342, 0.69424, -0.13060], [2.94897, -0.64020, 0.66001], [-0.43409, 0.16045, -1.66153], [-1.23095, -1.93490, -0.44230], [0.74459, -1.17813, 0.97180], [-0.04223, 1.20475, 0.16867], [1.73738, -0.51272, 0.59264], [1.96588, 1.30940, -0.54375]], "forces_ev_per_a": [[0.11, 0.00, 0.01], [0.17, 0.06, 0.10], [-0.23, 0.02, -0.03], [0.03, -0.02, -0.14], [0.02, -0.13, 0.04], [0.03, 0.01, -0.15], [0.21, 0.00, 0.02], [-0.33, 0.01, 0.00], [0.00, 0.00, 0.14], [-0.06, 0.12, -0.01], [0.32, 0.14, -0.05], [-0.16, -0.02, 0.00], [0.00, -0.08, 0.03], [-0.10, -0.11, 0.05]]}


Record 5
{"formula": "C4H7NO2", "method": "the ωB97M-V functional and the def2-TZVPD basis", "charge": 0, "spin_multiplicity": 1, "homo_lumo_gap_ev": 10.32, "e_above_lowest_kj_mol": 175.6, "symbols": ["N", "H", "O", "O", "H", "H", "H", "H", "C", "C", "H", "H", "C", "C"], "xyz": [[0.89362, -1.69437, -0.83301], [-1.29100, 2.14821, 0.37084], [1.08181, 0.65952, 2.52668], [-0.56274, -0.33587, -1.80011], [0.90743, 1.34352, 0.03143], [-1.64598, 1.41902, -1.18388], [0.58409, -1.12247, 1.77928], [1.75409, -1.85695, -0.34132], [0.20647, -0.51720, -0.87358], [0.19609, 0.52790, 0.22127], [0.67568, -2.28376, -1.62666], [-2.11166, 0.53007, 0.23185], [0.63552, -0.01661, 1.62925], [-1.32342, 1.19899, -0.13205]], "forces_ev_per_a": [[0.09, -0.06, 0.13], [-0.49, 0.32, 0.68], [-0.39, -0.18, -0.92], [0.48, -0.91, -0.74], [-0.06, -0.28, -0.22], [1.41, -0.47, 0.93], [-0.16, 0.30, -0.27], [-0.05, 0.12, 0.16], [-0.38, -0.17, -0.79], [-1.22, 0.54, -0.64], [0.29, 0.08, 0.16], [0.28, 0.27, 0.34], [-0.59, 0.40, -0.03], [0.77, 0.04, 1.21]]}


Record 6
{"formula": "C4H7NO2", "method": "the ωB97M-V functional and the def2-TZVPD basis", "charge": 0, "spin_multiplicity": 1, "homo_lumo_gap_ev": 9.38, "e_above_lowest_kj_mol": 186.2, "symbols": ["C", "O", "O", "C", "H", "H", "H", "H", "C", "H", "C", "H", "H", "N"], "xyz": [[1.49887, -0.35132, -0.05438], [1.61872, 0.30198, -2.35793], [0.59086, -0.10495, 0.99786], [-1.20353, -0.49935, -0.55136], [-0.59508, -0.97065, -1.30972], [-2.47497, 0.36187, 1.54309], [-1.09111, 0.91420, 2.35509], [1.45751, -1.39092, -0.40117], [1.29677, 0.59095, -1.23232], [-2.25325, -0.35862, -0.77588], [-0.72674, -0.14018, 0.65195], [0.88348, 1.58573, -0.96819], [2.49411, -0.16215, 0.36292], [-1.49564, 0.22341, 1.74006]], "forces_ev_per_a": [[0.13, -0.10, -0.15], [-0.06, 0.20, 0.48], [-0.16, 0.03, 0.01], [0.03, -0.04, 0.05], [-0.06, 0.13, 0.10], [0.13, 0.00, 0.04], [0.00, -0.04, -0.11], [-0.04, 0.13, 0.03], [0.18, -0.11, -0.29], [0.07, -0.12, 0.13], [-0.12, -0.03, -0.12], [0.05, -0.07, -0.05], [-0.12, -0.04, -0.07], [-0.03, 0.07, -0.04]]}


Record 7
{"formula": "C4H7NO2", "method": "the ωB97M-V functional and the def2-TZVPD basis", "charge": 0, "spin_multiplicity": 1, "homo_lumo_gap_ev": 10.92, "e_above_lowest_kj_mol": 123.0, "symbols": ["C", "H", "H", "C", "O", "H", "O", "H", "H", "C", "C", "N", "H", "H"], "xyz": [[0.72714, 0.26223, -0.97313], [-1.00988, 0.29019, -2.06190], [-1.64055, -1.06911, 1.30676], [0.82187, 0.08019, 1.58119], [1.91580, 0.51937, -0.98447], [0.44038, 0.45045, -2.95635], [-1.26289, 0.78678, 0.35488], [-1.72580, -1.10284, -0.53148], [1.25663, -0.91078, 1.75388], [-0.02560, 0.06142, 0.33406], [-1.31921, -0.63014, 0.36210], [-0.01556, 0.12824, -2.11450], [0.19662, 0.33895, 2.43998], [1.64106, 0.79506, 1.48899]], "forces_ev_per_a": [[0.21, 0.00, -0.04], [0.11, 0.00, 0.03], [0.08, 0.04, -0.14], [0.01, 0.07, 0.03], [-0.35, -0.24, 0.02], [-0.05, -0.04, 0.11], [-0.10, 0.16, 0.03], [0.07, 0.09, 0.13], [-0.04, 0.17, -0.08], [0.22, -0.06, 0.07], [-0.11, -0.28, -0.04], [0.04, 0.18, -0.01], [0.06, -0.04, -0.12], [-0.14, -0.05, 0.01]]}


Record 8
{"formula": "C4H7NO2", "method": "the ωB97M-V functional and the def2-TZVPD basis", "charge": 0, "spin_multiplicity": 1, "homo_lumo_gap_ev": 10.91, "e_above_lowest_kj_mol": 240.4, "symbols": ["C", "H", "C", "O", "H", "N", "C", "H", "H", "H", "O", "H", "H", "C"], "xyz": [[-1.02692, 0.90547, -0.14916], [-0.56238, -0.24272, 1.98179], [-0.06142, -0.23622, 0.02618], [-1.53163, 1.47134, 0.79351], [-1.25636, 1.18019, -1.19336], [0.05241, -0.77598, 1.36742], [-0.71804, -1.52232, 0.38375], [1.38140, 1.87507, -0.02887], [-0.31506, -2.48615, 0.08188], [2.07923, -0.35388, -0.29774], [1.27730, 1.48671, -0.90968], [-1.80737, -1.48840, 0.44596], [1.12940, -0.31353, -1.80443], [1.18855, 0.06535, -0.78016]], "forces_ev_per_a": [[-0.36, 0.03, 0.39], [0.03, -0.08, -0.02], [-0.04, 0.27, -0.09], [0.02, -0.20, -0.41], [-0.03, 0.07, 0.11], [0.02, 0.20, 0.17], [-0.11, -0.20, -0.15], [0.09, -0.12, -0.19], [0.08, 0.22, -0.02], [-0.19, -0.02, -0.04], [0.33, 0.02, 0.17], [0.21, -0.06, 0.03], [-0.03, 0.02, 0.14], [-0.03, -0.17, -0.10]]}


Record 9
{"formula": "C4H7NO2", "method": "the ωB97M-V functional and the def2-TZVPD basis", "charge": 0, "spin_multiplicity": 1, "homo_lumo_gap_ev": 10.22, "e_above_lowest_kj_mol": 159.5, "symbols": ["H", "O", "H", "C", "H", "O", "H", "H", "H", "C", "N", "H", "C", "C"], "xyz": [[-0.39443, -1.08428, 1.32015], [-2.85920, -0.58497, 0.10276], [0.58848, 1.59588, -1.26175], [1.20110, 0.12734, 0.32713], [-2.19209, 0.14567, -1.68838], [1.90994, -1.05565, 0.06669], [1.84676, 0.90314, 0.75838], [2.28050, -1.37740, 0.89816], [-0.34330, 0.61099, 1.90508], [-2.03196, -0.05273, -0.60993], [-0.82338, 0.38259, -0.17637], [0.55641, -0.12829, -1.76395], [-0.16001, -0.04860, 1.05041], [0.42117, 0.56632, -0.92837]], "forces_ev_per_a": [[0.04, 0.13, -0.02], [0.20, 0.16, -0.20], [0.00, -0.17, 0.06], [-0.07, 0.31, 0.05], [-0.02, -0.04, 0.13], [0.15, -0.14, 0.20], [-0.09, -0.15, -0.08], [-0.01, -0.01, -0.15], [0.04, -0.11, -0.12], [0.01, 0.00, 0.09], [-0.35, -0.11, -0.07], [-0.03, 0.08, 0.12], [0.02, -0.06, 0.21], [0.10, 0.11, -0.19]]}


Record 10
{"formula": "C4H7NO2", "method": "the ωB97M-V functional and the def2-TZVPD basis", "charge": 0, "spin_multiplicity": 1, "homo_lumo_gap_ev": 10.13, "e_above_lowest_kj_mol": 411.2, "symbols": ["H", "C", "H", "C", "H", "C", "N", "H", "O", "H", "H", "O", "H", "C"], "xyz": [[0.88006, 1.76641, 0.23440], [1.19092, -0.21513, -0.16760], [2.09027, 0.99064, 1.22016], [-0.75429, -0.02527, 1.34814], [-0.70955, -0.96410, 1.88967], [-0.85434, -0.72587, -1.75940], [1.37615, 0.94538, 0.52675], [-0.28762, 0.71418, 2.07281], [2.03590, -1.07657, -0.29285], [-1.77618, -1.29411, -1.90434], [-1.72320, 0.38054, 1.13353], [-0.95499, 0.58731, -1.22694], [-0.22835, -0.74719, -2.67595], [-0.28480, -0.33622, -0.39838]], "forces_ev_per_a": [[-0.14, 0.07, 0.33], [0.56, 0.31, 0.33], [0.63, 0.33, -0.14], [-0.82, -0.98, -1.22], [-0.64, -0.28, -0.18], [-0.08, -0.17, 0.60], [1.60, 0.56, -0.91], [0.14, -0.79, -1.89], [-0.61, 0.04, -0.03], [0.07, 0.28, 0.50], [-0.97, -0.44, 0.35], [0.24, 0.50, 0.05], [0.10, -0.32, 0.98], [-0.09, 0.91, 1.22]]}


Record 11
{"formula": "C4H7NO2", "method": "the ωB97M-V functional and the def2-TZVPD basis", "charge": 0, "spin_multiplicity": 1, "homo_lumo_gap_ev": 9.55, "e_above_lowest_kj_mol": 262.9, "symbols": ["H", "H", "N", "C", "C", "O", "C", "C", "H", "H", "H", "H", "H", "O"], "xyz": [[0.36790, 2.43899, 0.20863], [1.24847, 0.60190, -1.18032], [-1.55793, -0.09885, 1.39421], [0.93187, -0.31203, -0.67909], [1.39763, -1.62604, -1.08961], [0.58859, -0.14780, 0.65263], [-0.53337, 0.64429, 0.82878], [-0.54028, 1.94497, 0.53168], [-1.44214, 2.53821, 0.63030], [2.08486, -1.73064, -1.92750], [-1.59229, -1.04415, 1.03437], [-2.45997, 0.35695, 1.37070], [1.41573, -2.42028, -0.34624], [0.09092, -1.14553, -1.42854]], "forces_ev_per_a": [[-0.12, -0.09, 0.05], [-0.07, -0.14, 0.05], [-0.04, 0.04, -0.14], [0.20, 0.15, -0.07], [0.26, -0.15, 0.01], [-0.05, -0.03, 0.02], [-0.10, 0.25, -0.02], [0.02, -0.08, 0.05], [0.12, -0.11, 0.01], [-0.10, 0.03, 0.13], [0.00, 0.08, 0.05], [0.11, -0.04, 0.04], [-0.01, 0.13, -0.08], [-0.22, -0.04, -0.09]]}


Record 12
{"formula": "C4H7NO2", "method": "the ωB97M-V functional and the def2-TZVPD basis", "charge": 0, "spin_multiplicity": 1, "homo_lumo_gap_ev": [8.91, 8.91], "e_above_lowest_kj_mol": 399.1, "symbols": ["H", "C", "O", "H", "C", "H", "O", "C", "H", "N", "H", "H", "C", "H"], "xyz": [[2.20178, -0.41886, -0.49055], [1.58282, 0.44858, -0.27244], [-0.94899, -2.03889, 0.40172], [0.47750, -0.33582, 1.43412], [0.28466, 0.02083, 0.41671], [-1.54796, -2.59399, -0.11517], [-2.17284, 0.26013, -0.56387], [-0.60435, 1.29027, 0.56739], [1.37259, 0.96301, -1.20825], [-1.74407, 1.28047, 0.05179], [-0.22988, 2.14778, 1.09396], [2.14118, 1.12316, 0.37309], [-0.47737, -1.00779, -0.31053], [-0.33507, -1.13889, -1.37799]], "forces_ev_per_a": [[0.20, -0.01, 0.02], [-0.03, -0.36, -0.06], [0.24, 0.17, 0.00], [0.06, -0.14, -0.12], [-0.12, 0.32, 0.14], [0.15, 0.15, -0.09], [1.63, -2.42, -0.44], [0.71, -0.72, 0.16], [-0.04, 0.04, -0.04], [-0.80, 1.58, 0.36], [0.05, 0.20, 0.13], [0.02, 0.04, -0.01], [-2.08, 1.26, -0.07], [0.01, -0.11, 0.03]]}


Which formula does entry 6 have?
C4H7NO2